12 unconnected molecules or ions with the total composition C36H108N9O12P3S9 at a distorted geometry. Source: the Open Molecules 2025 dataset; level of theory: the ωB97M-V functional and the def2-TZVPD basis.

Structure (XYZ):
```
177
Properties=species:S:1:pos:R:3:forces:R:3
O -19.884 -20.596 -2.337 0.139 0.014 0.616
P -19.375 -21.438 -1.222 -0.244 0.887 0.183
N -18.105 -20.659 -0.433 0.757 -0.073 -0.222
C -17.299 -21.310 0.609 -1.131 -1.164 -0.842
C -17.949 -19.204 -0.552 -0.216 -0.511 -0.477
N -18.841 -22.940 -1.665 0.033 0.212 0.539
C -19.790 -24.011 -1.975 -0.248 0.592 0.487
C -17.590 -23.076 -2.391 0.529 -0.831 -0.026
N -20.538 -21.703 -0.039 -0.939 -1.010 -0.464
C -20.470 -22.775 0.951 0.584 0.477 0.589
C -21.449 -20.624 0.354 0.538 0.182 -1.202
H -17.018 -22.299 0.231 0.434 0.118 0.034
H -17.884 -21.579 1.493 0.238 0.665 0.403
H -16.414 -20.722 0.818 -0.056 0.060 0.278
H -18.749 -18.670 -0.036 0.025 0.214 -0.077
H -17.929 -18.951 -1.612 -0.281 0.249 0.071
H -16.992 -18.890 -0.137 0.018 -0.137 0.151
H -20.016 -24.087 -3.038 0.300 -0.139 -0.191
H -19.398 -24.947 -1.578 -0.031 -0.186 -0.224
H -20.737 -23.788 -1.485 0.035 -0.094 0.025
H -17.309 -24.128 -2.277 0.051 0.096 -0.329
H -17.655 -22.896 -3.466 -0.230 0.181 0.026
H -16.749 -22.522 -1.973 -0.319 0.353 0.148
H -20.625 -23.790 0.579 0.237 0.122 -0.206
H -19.529 -22.704 1.506 -0.010 -0.564 -0.030
H -21.235 -22.605 1.709 -0.171 0.071 -0.091
H -20.927 -19.961 1.050 -0.475 0.098 0.279
H -22.388 -21.029 0.726 0.158 -0.078 0.439
H -21.744 -20.054 -0.531 0.280 0.111 0.072
O -22.495 -22.766 5.949 -0.575 0.401 0.156
P -22.374 -21.292 5.875 0.565 1.771 -0.404
N -23.203 -20.450 7.122 0.768 -1.366 -0.220
C -23.335 -18.994 7.193 -0.147 -0.850 -1.989
C -24.138 -21.313 7.857 0.725 0.199 0.518
N -22.939 -20.660 4.419 -0.316 -0.956 0.502
C -22.613 -19.339 3.919 0.109 0.133 -0.028
C -24.065 -21.352 3.766 0.721 0.794 0.117
N -20.811 -20.683 5.932 -0.240 -0.416 1.500
C -19.813 -20.705 4.858 -1.070 0.673 -0.278
C -20.260 -20.461 7.274 0.226 1.040 0.194
H -22.365 -18.496 7.229 -0.010 0.027 0.929
H -24.094 -18.756 7.929 0.433 0.342 0.371
H -23.708 -18.649 6.219 -0.436 0.181 0.195
H -24.775 -20.735 8.527 -0.299 0.232 -0.510
H -23.577 -21.932 8.567 -0.092 -0.371 -0.336
H -24.682 -21.929 7.143 -0.360 -0.124 0.450
H -22.240 -18.720 4.732 0.343 0.032 -0.225
H -21.883 -19.404 3.105 0.126 0.139 0.118
H -23.470 -18.802 3.503 -0.257 -0.267 0.167
H -23.981 -22.418 3.963 0.025 -0.052 -0.380
H -25.050 -21.017 4.109 0.048 0.143 0.107
H -23.956 -21.051 2.722 -0.364 -0.680 -0.224
H -19.891 -19.743 4.340 0.082 -0.206 -0.441
H -18.781 -20.726 5.204 -0.162 -0.462 0.440
H -20.035 -21.539 4.195 0.294 0.063 -0.219
H -19.304 -20.954 7.461 -0.027 -0.218 -0.347
H -20.917 -20.720 8.102 -0.273 -0.292 -0.353
H -20.088 -19.385 7.392 0.265 -0.011 0.107
O -16.072 -18.262 6.417 -0.128 -0.297 0.102
P -14.722 -18.213 5.835 0.875 0.115 -0.356
N -14.052 -16.687 5.685 0.167 0.617 -0.334
C -13.535 -16.013 6.896 0.189 -1.041 -0.596
C -14.604 -15.816 4.649 -0.433 -0.566 -0.493
N -14.689 -18.738 4.225 0.014 0.471 0.882
C -15.820 -19.452 3.682 -0.164 -1.139 0.088
C -13.542 -18.647 3.338 -0.225 -0.078 0.255
N -13.591 -19.035 6.769 0.074 0.281 -0.644
C -12.305 -19.463 6.214 -0.450 0.340 0.537
C -13.800 -19.347 8.174 -0.304 -0.046 -0.107
H -13.421 -14.941 6.762 -0.265 0.037 -0.233
H -12.527 -16.411 7.032 -0.105 0.048 0.687
H -14.207 -16.208 7.733 0.303 0.128 0.271
H -15.676 -15.993 4.511 -0.032 0.337 0.223
H -14.176 -16.032 3.663 0.211 0.108 0.125
H -14.414 -14.772 4.879 -0.085 0.030 0.069
H -16.312 -18.882 2.890 -0.217 0.041 0.145
H -15.544 -20.432 3.266 0.432 0.238 -0.240
H -16.501 -19.776 4.469 -0.224 0.732 0.019
H -12.952 -19.563 3.445 0.269 0.134 -0.356
H -13.871 -18.542 2.301 -0.134 -0.094 0.015
H -12.942 -17.763 3.557 0.126 -0.163 0.170
H -12.066 -18.898 5.318 -0.013 -0.198 -0.065
H -11.529 -19.229 6.946 0.117 -0.112 -0.046
H -12.316 -20.542 6.039 0.222 0.018 -0.243
H -14.167 -18.470 8.710 -0.269 -0.188 0.061
H -12.856 -19.622 8.645 0.122 0.041 -0.179
H -14.473 -20.200 8.289 -0.145 0.173 0.210
C -25.114 -27.198 0.742 -0.467 -0.171 -0.208
S -23.429 -27.205 1.472 -0.364 -0.978 -1.128
O -22.910 -28.556 1.054 -0.087 0.917 0.547
C -22.702 -26.044 0.303 0.525 0.543 -0.519
H -25.897 -26.621 1.235 0.448 0.308 0.297
H -25.445 -28.236 0.785 0.277 -0.070 0.131
H -25.098 -26.921 -0.313 0.265 0.053 0.026
H -23.136 -25.042 0.338 -0.227 -0.102 0.293
H -22.770 -26.404 -0.727 -0.294 -0.334 0.124
H -21.632 -25.941 0.496 -0.048 -0.168 0.363
C -16.729 -26.723 -6.362 0.187 0.146 0.344
S -16.645 -24.916 -6.260 0.933 -0.714 -0.089
O -17.735 -24.585 -5.304 -0.368 0.439 0.226
C -15.086 -24.873 -5.315 0.991 -0.154 0.193
H -17.687 -26.973 -6.812 0.116 0.014 -0.057
H -16.718 -27.089 -5.333 -0.165 -0.032 -0.102
H -15.910 -27.202 -6.894 0.028 0.314 -0.231
H -14.326 -25.576 -5.672 -0.494 -0.285 -0.339
H -15.256 -25.134 -4.269 -0.408 0.045 -0.060
H -14.532 -23.933 -5.358 -0.687 0.369 -0.064
C -13.771 -20.995 -0.147 1.208 0.508 0.483
S -13.836 -22.096 1.290 -0.397 -0.544 -1.213
O -14.410 -23.403 0.810 0.403 0.691 0.422
C -12.055 -22.340 1.389 0.059 -0.699 1.099
H -13.170 -20.158 0.230 -0.399 0.287 -0.006
H -14.735 -20.651 -0.503 -0.090 -0.200 0.053
H -13.128 -21.394 -0.933 -0.438 -0.475 -0.113
H -11.968 -23.059 2.210 -0.006 -0.155 -0.160
H -11.496 -21.483 1.762 -0.177 0.315 -0.473
H -11.649 -22.814 0.499 -0.075 0.271 -0.186
C -17.096 -25.300 0.344 0.114 0.554 0.029
S -16.509 -26.986 0.667 0.073 0.281 -0.552
O -16.804 -27.822 -0.542 -0.344 0.210 0.331
C -14.769 -26.611 0.408 0.898 0.561 0.107
H -16.561 -24.626 1.016 0.077 -0.110 0.045
H -18.158 -25.115 0.501 -0.053 -0.621 0.239
H -16.866 -25.003 -0.680 0.256 -0.366 0.104
H -14.651 -26.051 -0.521 -0.229 -0.389 -0.264
H -14.239 -27.561 0.379 -0.206 -0.106 -0.227
H -14.238 -25.978 1.124 -0.628 -0.050 0.472
C -23.340 -23.701 -3.016 0.494 -0.025 0.165
S -24.183 -25.297 -3.322 1.537 0.205 -1.370
O -23.036 -26.184 -3.785 -0.931 0.304 0.652
C -24.975 -24.746 -4.864 -0.871 -0.049 -0.159
H -22.450 -23.646 -3.644 -0.364 -0.271 -0.536
H -22.889 -23.659 -2.023 -0.669 -0.127 0.298
H -23.954 -22.834 -3.239 -0.187 -0.084 0.178
H -25.734 -23.986 -4.661 0.433 0.383 0.216
H -25.582 -25.505 -5.363 0.434 -0.597 0.432
H -24.224 -24.403 -5.571 0.108 0.286 0.256
C -19.839 -27.199 -5.100 0.386 -0.219 0.682
S -19.324 -28.744 -4.271 0.523 0.576 0.229
O -17.873 -28.893 -4.645 -0.501 -0.216 -0.009
C -19.279 -28.156 -2.549 0.172 0.743 -0.065
H -19.811 -27.374 -6.173 -0.211 -0.188 0.006
H -19.056 -26.479 -4.855 -0.227 0.162 0.042
H -20.822 -26.876 -4.756 -0.036 -0.074 -0.038
H -20.189 -27.641 -2.233 -0.366 -0.622 -0.109
H -18.499 -27.408 -2.381 0.283 -0.177 -0.585
H -18.988 -28.995 -1.922 -0.350 -0.113 0.024
C -24.784 -19.704 -5.272 0.307 0.460 0.174
S -23.546 -18.706 -4.353 -0.649 -0.155 -0.970
O -24.387 -17.927 -3.391 0.482 -0.374 0.246
C -22.715 -20.066 -3.478 -0.443 0.206 -0.570
H -25.514 -19.026 -5.712 0.245 0.292 0.058
H -25.329 -20.297 -4.538 0.206 -0.297 -0.067
H -24.301 -20.269 -6.066 0.007 -0.326 0.244
H -22.137 -20.746 -4.098 -0.192 0.359 -0.511
H -23.530 -20.675 -3.089 0.252 0.229 0.907
H -21.984 -19.574 -2.842 -0.394 -0.278 0.621
C -19.576 -25.955 5.702 0.547 -0.229 0.157
S -19.720 -24.708 4.407 0.261 -0.247 -0.205
O -18.807 -25.121 3.292 -0.272 0.093 0.129
C -21.398 -25.164 3.944 0.180 -0.238 -0.334
H -20.058 -25.596 6.610 -0.388 -0.163 -0.152
H -18.529 -26.120 5.962 0.117 0.400 -0.262
H -19.928 -26.916 5.326 -0.365 0.085 0.139
H -21.446 -26.201 3.603 0.251 -0.123 0.331
H -21.672 -24.579 3.066 -0.135 0.397 0.316
H -22.021 -24.987 4.818 -0.236 0.186 -0.209
C -21.317 -24.373 -6.430 0.614 0.389 0.360
S -21.668 -22.614 -6.647 -0.793 0.628 -0.028
O -22.974 -22.317 -5.917 1.068 -0.485 -0.420
C -20.346 -21.957 -5.615 0.495 -0.641 -0.169
H -22.182 -24.927 -6.782 -0.040 -0.054 0.188
H -21.061 -24.530 -5.383 -0.503 -0.292 0.081
H -20.422 -24.676 -6.976 -0.073 0.265 -0.283
H -19.395 -22.039 -6.146 -0.083 -0.112 -0.157
H -20.263 -22.593 -4.737 -0.070 0.290 0.303
H -20.496 -20.911 -5.367 -0.295 -0.050 -0.006
```
Positions in Å, forces in eV/Å.

Summary:
maximum force: 0.0422 hartree/bohr
relative energy (zero: lowest compared OMol25 entry of this formula, charge and spin): 0.183 eV
HOMO: -8.22 eV
calculated total energy: -7439.6804 hartree
LUMO energy: 0.00 eV